Entry 1:
14
Properties=species:S:1:pos:R:3 method="wB97M-V/def2-TZVPD" orbital_gap_ev=8.7 multiplicity=1 de_lowest_kcal_mol=78.6 total_charge=0
C -1.513 -1.117 -0.003
C -0.523 -0.064 0.480
C 0.915 -0.408 0.128
C 1.681 0.820 -0.240
O 2.864 0.961 -0.341
C -0.891 1.341 -0.074
N 0.180 1.896 -0.474
H -2.532 -0.836 0.274
H -1.283 -2.098 0.428
H -1.466 -1.207 -1.095
H -0.616 0.035 1.571
H 1.459 -0.900 0.931
H 0.961 -1.033 -0.772
H 0.766 2.611 -0.813



Entry 2:
68
Properties=species:S:1:pos:R:3 method="wB97M-V/def2-TZVPD" orbital_gap_ev=6.9 multiplicity=1 de_lowest_kcal_mol=2.6 total_charge=-1
Ba -0.104 -1.085 -0.143
N -4.022 -0.661 3.003
C -2.899 -0.363 2.278
S -1.444 -1.161 2.746
N -3.136 0.511 1.313
N -2.057 0.831 0.561
C -2.299 1.626 -0.413
C -1.242 2.032 -1.347
C -1.568 2.812 -2.457
C -0.574 3.161 -3.352
C 0.725 2.733 -3.119
C 0.964 1.957 -1.996
N 0.013 1.609 -1.132
H -3.983 -1.510 3.537
H -4.895 -0.430 2.557
H -3.312 1.985 -0.594
H -2.594 3.117 -2.610
H -0.809 3.754 -4.228
H 1.531 2.978 -3.797
H 1.958 1.576 -1.784
C -0.487 -4.553 -0.459
C 1.014 -4.613 -0.409
C 1.660 -5.867 -0.309
C 3.017 -5.906 -0.248
C 3.763 -4.708 -0.294
C 5.175 -4.722 -0.242
C 5.850 -3.536 -0.298
C 5.155 -2.323 -0.409
C 3.773 -2.243 -0.465
S 3.011 -0.681 -0.611
C 3.048 -3.488 -0.400
N 1.679 -3.480 -0.447
H -0.914 -5.540 -0.632
H -0.840 -3.884 -1.243
H -0.895 -4.183 0.487
H 1.069 -6.774 -0.282
H 3.545 -6.850 -0.169
H 5.695 -5.669 -0.159
H 6.933 -3.527 -0.258
H 5.705 -1.392 -0.453
F 0.819 -0.553 -7.931
C 0.363 0.404 -7.100
F 1.233 1.432 -7.190
F -0.805 0.836 -7.600
C 0.245 -0.091 -5.687
C 1.394 -0.490 -5.018
C 1.272 -0.903 -3.704
N 0.101 -0.941 -3.059
C -1.001 -0.589 -3.721
C -0.973 -0.148 -5.040
H 2.361 -0.461 -5.501
H 2.141 -1.180 -3.117
H -1.946 -0.670 -3.187
H -1.888 0.147 -5.533
O -3.812 -1.317 -2.434
C -3.454 -1.913 -1.412
O -2.275 -1.953 -0.937
C -4.505 -2.658 -0.604
C -5.789 -2.820 -1.113
C -6.754 -3.494 -0.379
C -6.444 -4.004 0.876
C -5.166 -3.835 1.393
C -4.200 -3.166 0.654
H -6.005 -2.401 -2.087
H -7.752 -3.621 -0.782
H -7.199 -4.527 1.450
H -4.922 -4.222 2.375
H -3.205 -3.008 1.052



Entry 3:
46
Properties=species:S:1:pos:R:3 method="wB97M-V/def2-TZVPD" orbital_gap_ev="6.2 / 6.1" multiplicity=3 s2=2.024 total_charge=+4
Mo -0.038 0.045 -0.351
C -1.413 -2.359 -2.179
C -2.050 -2.208 -0.833
C -3.235 -2.859 -0.509
C -3.729 -2.786 0.782
C -2.994 -2.116 1.769
C -1.838 -1.471 1.412
N -1.409 -1.457 0.101
C -0.905 -0.798 2.325
C -0.894 -0.839 3.705
C 0.173 -0.249 4.383
C 1.216 0.346 3.673
C 1.152 0.363 2.293
N 0.096 -0.186 1.651
C 2.204 0.788 1.358
C 3.354 1.452 1.697
C 4.338 1.646 0.718
C 4.163 1.102 -0.542
C 2.978 0.446 -0.858
C 2.788 -0.229 -2.178
N 1.980 0.367 0.061
H -1.136 -3.408 -2.319
H -0.485 -1.776 -2.255
H -2.092 -2.115 -2.998
H -3.745 -3.437 -1.269
H -4.665 -3.270 1.036
H -3.330 -2.121 2.798
H -1.679 -1.341 4.254
H 0.213 -0.289 5.465
H 2.068 0.757 4.197
H 3.509 1.803 2.709
H 5.245 2.188 0.958
H 4.945 1.166 -1.289
H 3.520 -1.039 -2.257
H 2.992 0.433 -3.022
H 1.796 -0.688 -2.274
N -0.338 0.940 -2.646
N -1.101 2.118 -2.730
C -1.567 2.732 -1.646
N -2.267 3.824 -1.711
S -1.227 2.069 -0.044
H 0.573 1.128 -3.070
H -0.781 0.247 -3.252
H -1.265 2.503 -3.656
H -2.497 4.298 -2.582
H -2.620 4.281 -0.876



Entry 4:
43
Properties=species:S:1:pos:R:3 method="wB97M-V/def2-TZVPD" orbital_gap_ev=2.8 multiplicity=1 total_charge=-1
In -8.366 -3.648 -5.378
C -5.019 -4.813 -5.789
O -3.826 -4.428 -5.800
O -5.655 -4.711 -4.681
O -5.577 -4.769 -6.932
N -11.936 -3.840 -4.870
O -11.306 -3.278 -5.757
O -13.032 -3.393 -4.562
O -11.538 -4.860 -4.323
N -8.003 -3.204 -9.451
O -8.740 -3.516 -10.388
O -8.195 -3.549 -8.278
O -6.951 -2.571 -9.696
C -9.700 -0.137 -7.261
C -10.072 0.556 -5.953
C -11.549 0.876 -6.011
C -12.199 1.450 -4.716
C -12.033 0.400 -3.668
C -10.600 -0.192 -3.436
N -9.961 -0.398 -4.791
O -8.610 -0.756 -4.725
C -9.742 0.743 -2.511
C -10.707 -1.564 -2.626
C -9.309 1.939 -5.897
H -10.383 -0.967 -7.442
H -8.670 -0.453 -7.427
H -9.806 0.536 -8.112
H -11.673 1.637 -6.781
H -12.050 -0.053 -6.280
H -13.245 1.621 -4.973
H -11.764 2.431 -4.529
H -12.913 -0.176 -3.379
H -12.316 0.920 -2.753
H -10.219 1.004 -1.566
H -8.826 0.158 -2.585
H -9.509 1.649 -3.070
H -11.245 -2.358 -3.143
H -9.863 -2.090 -2.182
H -11.356 -1.301 -1.790
H -9.522 2.356 -4.912
H -9.743 2.602 -6.646
H -8.226 1.839 -5.962
H -8.092 0.052 -4.764



Entry 5:
16
Properties=species:S:1:pos:R:3 method="wB97M-V/def2-TZVPD" orbital_gap_ev=12.3 multiplicity=1 de_lowest_kcal_mol=22.5 total_charge=0 smiles=CC.CC
C 0.297 -2.350 -0.971
C -0.758 -1.921 0.072
H 0.080 -3.469 -1.085
H 0.165 -1.765 -1.843
H 1.329 -2.345 -0.593
H -1.734 -1.537 -0.371
H -0.290 -1.065 0.654
H -1.144 -2.712 0.748
C 0.535 2.163 1.111
C -0.085 2.193 -0.294
H 0.376 1.369 1.835
H 1.621 1.980 0.906
H 0.387 2.990 1.770
H -1.105 2.389 -0.152
H -0.017 1.200 -0.668
H 0.344 2.878 -1.121



Entry 6:
18
Properties=species:S:1:pos:R:3 method="wB97M-V/def2-TZVPD" orbital_gap_ev=10.1 multiplicity=1 de_lowest_kcal_mol=44.5 total_charge=0 smiles="NCCCCC=O"
O -0.529 2.539 1.500
C 0.227 2.013 0.706
C 0.660 0.614 0.948
C 1.127 -0.056 -0.374
C 0.006 -0.381 -1.374
C -0.990 -1.393 -0.783
N -0.551 -2.711 -0.376
H 0.753 2.726 0.047
H -0.220 0.049 1.243
H 1.500 0.479 1.651
H 1.980 0.334 -0.887
H 1.447 -1.097 -0.183
H -0.521 0.446 -1.855
H 0.481 -0.877 -2.238
H -1.704 -0.973 -0.059
H -1.758 -1.569 -1.573
H 0.168 -3.002 -1.028
H -0.341 -2.872 0.595



Entry 7:
19
Properties=species:S:1:pos:R:3 method="wB97M-V/def2-TZVPD" orbital_gap_ev="7.9 / 6.3" multiplicity=2 de_lowest_kcal_mol=29.4 s2=0.760 total_charge=-1
C 1.365 0.258 -1.941
C 1.345 0.468 -0.535
N 0.042 0.328 -0.036
C -1.843 0.129 1.286
C -0.415 0.563 1.245
C 0.247 1.101 2.285
O -1.933 -0.801 -1.349
O 2.290 0.710 0.211
H 1.996 -2.110 -1.281
H 0.451 0.185 -2.511
H 2.301 0.390 -2.466
H -0.676 -0.081 -0.677
H -2.404 0.645 0.508
H -2.316 0.295 2.256
H -1.910 -0.914 0.984
H 2.521 -2.654 -1.133
H -0.269 1.332 3.204
H 1.294 1.326 2.165
H -2.084 -1.169 -2.215



Entry 8:
18
Properties=species:S:1:pos:R:3 method="wB97M-V/def2-TZVPD" orbital_gap_ev=8.5 multiplicity=1 de_lowest_kcal_mol=83.5 total_charge=0 smiles="C=C(/C=C/C)NC"
C 1.871 -1.067 -0.417
N 1.524 0.148 0.348
C 0.334 0.771 0.751
C 0.408 1.698 1.720
C -2.242 -1.166 -1.274
C -1.058 -0.340 -1.019
C -0.911 0.531 0.055
H 3.020 -1.196 -0.174
H 1.377 -2.046 -0.104
H 1.666 -0.683 -1.505
H 1.916 -0.014 1.203
H -0.500 2.219 1.940
H 1.373 1.877 2.522
H -2.379 -1.299 -2.328
H -3.264 -0.769 -0.895
H -2.148 -2.079 -0.734
H -0.276 -0.464 -1.854
H -1.865 0.858 0.598